Computed, not measured: a single C12H14N2O3 molecule, with wB97M-V/def2-TZVPD.

Element x y z (Å)
O -0.39148 -0.01973 3.07105
C -1.19584 -1.15848 3.33582
C -1.03102 -2.18643 2.23325
O 0.32825 -2.45549 1.95205
C 0.84503 -1.66409 0.93492
O 0.56186 -2.30449 -0.29192
C 1.01779 -1.54300 -1.38688
C 0.16624 -0.31622 -1.63339
C -1.14225 -0.47657 -2.03722
C -1.97167 0.64171 -2.26385
C -1.47341 1.90734 -2.08411
C -0.14129 2.11007 -1.66172
N 0.30136 3.38729 -1.47030
C 1.52797 3.48756 -1.05163
C 2.35718 2.37448 -0.81216
N 1.96882 1.14682 -0.99130
C 0.68649 0.99203 -1.42907
H -0.20746 0.43605 3.89254
H -2.24778 -0.87019 3.37235
H -0.88838 -1.61783 4.27276
H -1.46345 -3.11497 2.60155
H -1.58407 -1.92844 1.33259
H 1.91864 -1.54195 1.07585
H 0.38570 -0.67227 0.94092
H 0.95117 -2.18692 -2.25885
H 2.06291 -1.26436 -1.27410
H -1.54863 -1.46571 -2.18185
H -2.99291 0.51431 -2.58098
H -2.09235 2.77161 -2.26063
H 1.92673 4.47758 -0.88269
H 3.36588 2.54030 -0.46303

**Electronic energy**: -800.866800 Ha
**Structure (SMILES)**: OCCOCOCc1cccc2nccnc12
**HOMO level**: -9.02 eV
**Net charge**: 0
**Relative energy (zero: lowest compared OMol25 entry of this formula, charge and spin)**: 253.5 kJ/mol